Computed, not measured: 3 unconnected molecules or ions with the total composition C12H29NO3 at a distorted geometry, with the ωB97M-V functional and the def2-TZVPD basis.

Last column: natural (NBO) charge in e.
Geometry (Å):
C: 1.95440 0.40441 3.36002  -0.6107
C: 1.69177 -0.60710 2.20605  0.1225
C: 2.92806 -0.80569 1.26848  -0.6598
C: 1.38690 -1.93714 2.96940  -0.3992
C: 0.72047 -3.04693 2.18982  -0.4024
C: -0.55424 -2.41347 1.60669  -0.4034
C: -0.38737 -1.16339 0.69905  0.1270
C: 0.18863 -1.71684 -0.64351  -0.6376
C: -1.86231 -0.54963 0.55287  -0.5513
N: 0.51058 -0.17842 1.44484  -0.2214
O: 0.69899 1.10060 0.77905  -0.5937
H: 2.97310 0.36797 3.74604  0.2189
H: 1.24219 0.36958 4.18443  0.2161
H: 1.85886 1.45162 3.07311  0.1997
H: 3.85680 -0.43738 1.70424  0.2168
H: 2.78517 -0.05641 0.48984  0.2288
H: 3.03170 -1.75505 0.74305  0.2118
H: 2.39727 -2.30951 3.13850  0.2099
H: 0.93651 -1.78206 3.94981  0.2089
H: 0.48859 -3.91753 2.80333  0.2193
H: 1.43510 -3.41093 1.45164  0.1959
H: -1.15576 -2.11708 2.46601  0.2064
H: -1.16812 -3.23790 1.24399  0.2198
H: 0.27392 -0.91662 -1.37867  0.1965
H: 1.18552 -2.13596 -0.50691  0.2179
H: -0.33554 -2.56791 -1.07828  0.2296
H: -2.46264 -1.34158 0.10507  0.2208
H: -2.24479 -0.14859 1.49148  0.2173
H: -1.86705 0.36772 -0.03581  0.1486
H: 0.56544 1.73918 1.48330  0.4745
C: -2.56832 1.80592 -3.91367  -0.6426
C: -1.57282 2.96340 -3.95926  0.1127
C: -0.97148 3.14482 -2.52898  -0.6854
O: -0.61630 2.76162 -5.03658  -0.7488
H: -2.09850 0.83741 -3.74234  0.2073
H: -3.25090 1.56029 -4.72723  0.2110
H: -3.33178 1.89620 -3.14096  0.2000
H: -2.19469 3.83861 -4.14734  0.1583
H: -1.65863 3.49987 -1.76095  0.1960
H: -0.06969 3.75582 -2.56840  0.1987
H: -0.74253 2.10811 -2.28218  0.2773
H: 0.25559 2.41397 -4.83525  0.4763
O: -0.75132 0.88312 -1.31044  -0.9093
H: -1.35935 1.05050 -0.59037  0.4437
H: -0.14121 0.23250 -0.96304  0.4774

net charge: 0
energy: -754.88268 hartree
Kohn-Sham gap: 9.3 eV
energy relative to the best compared isomer or geometry (same formula, charge and spin): 4.388 eV
SMILES: CC1(C)CCCC(C)(C)N1O.CC(C)O.O
HOMO level: -8.7 eV

***

Computed, not measured: a single C4H7N3 molecule, with the ωB97M-V functional and the def2-TZVPD basis.

Last column: natural (NBO) charge in e.
Geometry (Å):
C: -1.83604 0.71162 0.08264  -0.6190
C: -1.07545 -0.50598 -0.40547  -0.3819
C: 0.56310 -0.31588 0.00573  0.2817
C: 0.55125 -0.15790 -1.28467  -0.2228
N: 2.92429 0.05371 0.55112  -0.4103
N: 2.15572 0.13624 1.52364  0.0295
N: 0.82933 -0.21568 1.25463  -0.4418
H: -2.90747 0.49027 0.11530  0.2213
H: -1.50552 0.98511 1.08749  0.2367
H: -1.66870 1.55756 -0.58920  0.2242
H: -1.21760 -1.39475 0.21808  0.2462
H: -1.38303 -0.79286 -1.41564  0.2676
H: 0.72995 -0.90481 -2.04765  0.2368
H: 3.84018 0.35335 0.90399  0.3318

net charge: 0
energy: -320.67050 hartree
Kohn-Sham gap: 9.6 eV
energy relative to the best compared isomer or geometry (same formula, charge and spin): 5.790 eV
HOMO level: -8.9 eV

***

Computed, not measured: a single C4H7NO2 molecule at a distorted geometry, with the ωB97M-V functional and the def2-TZVPD basis.

Last column: natural (NBO) charge in e.
Geometry (Å):
O: -1.04026 1.34626 1.91827  -0.6076
C: -0.71062 0.53369 0.95253  0.1620
C: -0.75356 -0.98958 -1.09470  -0.5066
N: 0.27883 -1.34675 -0.15363  -0.2824
C: 1.30882 -0.37561 -0.37555  -0.3569
C: 0.66248 0.77644 0.41212  0.4041
O: 1.26814 1.68102 0.99033  -0.5927
H: -0.24194 1.94527 1.98435  0.5064
H: -1.44611 -0.24954 0.75392  0.2112
H: -1.77501 -1.21035 -0.73350  0.2008
H: -0.75729 0.12729 -1.27137  0.1881
H: -0.57658 -1.47755 -2.09202  0.2391
H: 1.52795 -0.14743 -1.43119  0.2019
H: 2.25516 -0.61317 0.14044  0.2326

net charge: 0
energy: -361.71038 hartree
Kohn-Sham gap (alpha / beta): 7.8 / 9.0 eV
energy relative to the best compared isomer or geometry (same formula, charge and spin): 4.639 eV
HOMO level (alpha / beta): -8.2 / -9.5 eV

***

Computed, not measured: 3 unconnected molecules or ions with the total composition C28H52N2O4 at a distorted geometry, with the ωB97M-V functional and the def2-TZVPD basis.

Last column: Löwdin charge in e.
Geometry (Å):
C: 1.49357 -2.91977 1.33368  -0.1286
C: 0.46776 -4.05358 0.65762  -0.2443
C: -0.59417 -3.23403 -0.31291  -0.2164
C: -1.57230 -2.37629 0.68445  -0.2165
C: -1.73841 -0.79058 0.30496  -0.2138
C: -0.33377 0.03047 0.10667  -0.2073
C: -0.72810 1.61483 -0.18660  -0.2120
C: 0.48369 2.47056 -0.91345  -0.2079
C: 0.77831 1.75478 -2.35819  -0.2366
C: 1.40659 2.73783 -3.50941  -0.2202
C: 1.99802 1.95837 -4.83074  -0.2259
C: 0.90614 1.02795 -5.62742  -0.2152
C: 0.62005 -0.43822 -4.95075  -0.2368
C: 0.94784 -1.72526 -5.91327  -0.1932
C: 0.97681 -3.05370 -4.90444  -0.1681
C: 2.43234 -3.81039 -4.86050  -0.1436
C: 2.13145 -5.20318 -3.99345  -0.2178
O: 1.01460 -5.92758 -3.88613  0.0011
N: 3.44486 -5.50862 -3.25725  -0.0301
C: 3.97480 -4.20224 -2.69521  -0.1626
C: 3.64241 -3.15432 -3.91370  -0.2720
N: 3.61736 -1.66327 -3.65129  0.0931
C: 3.73406 -1.37919 -2.31018  -0.0590
O: 3.83391 -1.11626 -0.98127  -0.0094
H: 2.04454 -2.39797 0.44092  0.0572
H: 0.91744 -2.13816 2.00204  0.0548
H: 2.25273 -3.48827 2.03297  0.0780
H: 1.09913 -4.86203 0.07401  0.0995
H: -0.11967 -4.61433 1.52815  0.1130
H: -1.25302 -4.04069 -0.86091  0.1070
H: -0.08236 -2.58841 -1.14402  0.0906
H: -2.64455 -2.88465 0.61958  0.1140
H: -1.22528 -2.50594 1.81296  0.0970
H: -2.37920 -0.62883 -0.68112  0.1183
H: -2.30949 -0.27153 1.21557  0.1050
H: 0.31288 -0.05422 1.09471  0.1035
H: 0.27635 -0.47289 -0.75597  0.0880
H: -1.62572 1.59983 -0.96595  0.1092
H: -1.10420 2.12589 0.81678  0.1157
H: 0.09935 3.56440 -1.07334  0.1074
H: 1.43837 2.47192 -0.20920  0.1232
H: 1.57340 0.87989 -2.19765  0.0992
H: -0.21977 1.20401 -2.69051  0.1133
H: 0.62853 3.58152 -3.74525  0.1117
H: 2.34006 3.28458 -3.00827  0.1193
H: 2.34678 2.80129 -5.60066  0.1123
H: 2.98721 1.38741 -4.52444  0.1110
H: -0.08276 1.65900 -5.83733  0.1207
H: 1.36674 0.82661 -6.70974  0.1077
H: -0.53232 -0.45728 -4.64555  0.1245
H: 1.26553 -0.49458 -3.96394  0.0727
H: 1.90988 -1.62312 -6.57145  0.1117
H: 0.02481 -1.87781 -6.63308  0.1133
H: 0.10508 -3.77474 -5.26462  0.1277
H: 0.73153 -2.74349 -3.78125  0.1179
H: 2.79542 -3.91531 -5.96840  0.1522
H: 4.13197 -5.78062 -4.01375  0.1258
H: 5.15727 -4.16985 -2.55021  0.1493
H: 3.46262 -4.07717 -1.64982  0.1288
H: 4.59572 -3.25631 -4.62336  0.1531
C: -1.06873 0.26499 5.32008  -0.1689
C: -0.89094 1.76106 5.29021  -0.1809
C: 0.20822 1.92907 4.26393  -0.1957
O: 0.07547 0.84765 3.33117  -0.1612
C: -0.84657 -0.10925 3.87100  -0.2097
H: -2.04315 -0.05437 5.69823  0.1185
H: -0.29162 -0.18868 5.94668  0.1176
H: -1.81178 2.23680 4.93270  0.0999
H: -0.63751 2.19341 6.26148  0.1185
H: 1.19830 1.85243 4.72570  0.1172
H: 0.14373 2.88322 3.73299  0.1174
H: -1.77633 -0.03818 3.29609  0.1046
H: -0.44097 -1.11811 3.75531  0.1059
C: -3.84881 5.90842 6.17065  -0.1818
C: -5.22230 5.28991 6.12934  -0.1828
C: -4.97745 4.02755 5.33177  -0.2016
O: -3.62793 3.62179 5.59879  -0.1593
C: -2.95660 4.69126 6.27905  -0.2110
H: -3.70908 6.61401 6.99351  0.1164
H: -3.65032 6.43474 5.22941  0.1184
H: -5.54407 5.03327 7.14555  0.1174
H: -5.98242 5.93598 5.68287  0.1160
H: -5.06370 4.21399 4.25605  0.1189
H: -5.66481 3.22082 5.60230  0.1190
H: -2.82196 4.39010 7.32366  0.1201
H: -1.97149 4.85163 5.83235  0.1167

net charge: 0
energy: -1508.10936 hartree
Kohn-Sham gap: 9.2 eV
SMILES: CCCCCCCCCCCCCCC[C@@H]1C(=O)NC[C@@H]1N=C=O.C1CCOC1.C1CCOC1
HOMO level: -9.3 eV

***

Computed, not measured: 2 unconnected molecules or ions with the total composition C30H26FO8S3 at a distorted geometry, with the ωB97M-V functional and the def2-TZVPD basis.

Last column: natural (NBO) charge in e.
Geometry (Å):
C: -3.80636 3.33407 2.71895  -0.1992
C: -3.31709 3.16485 1.41953  -0.2269
C: -2.01522 2.70368 1.23315  -0.1222
C: -1.21921 2.39226 2.32970  -0.3482
S: 0.48188 1.90587 2.05803  2.1786
C: 0.56805 0.21681 1.50946  -0.7282
C: -0.32037 -0.49637 0.75659  -0.0789
C: -0.54436 -1.91420 1.14410  -0.1058
C: -0.08589 -2.97452 0.35626  -0.1691
C: -0.18189 -4.29317 0.80131  -0.2111
C: -0.77293 -4.57438 2.03782  -0.2192
C: -1.28374 -3.52490 2.81981  -0.2435
C: -1.18700 -2.21378 2.36490  -0.1167
S: 2.08911 -0.66435 2.01187  2.1595
C: 3.34443 0.57137 2.43279  -0.3018
C: 3.93191 1.32783 1.41834  -0.1864
C: 4.91533 2.26227 1.75094  -0.1667
C: 5.30162 2.43807 3.08291  -0.2237
C: 4.73168 1.64573 4.08359  -0.2169
C: 3.76107 0.69861 3.76032  -0.1725
O: 1.77789 -1.35225 3.24726  -0.9500
O: 2.57621 -1.36569 0.84163  -0.9191
O: 1.03111 2.73845 1.01366  -0.9276
O: 1.05780 1.92149 3.39114  -0.9580
C: -1.69784 2.57606 3.62935  -0.1662
C: -2.99854 3.03975 3.82128  -0.2292
H: -4.82315 3.69444 2.86589  0.2082
H: -3.93524 3.39332 0.54882  0.2144
H: -1.59407 2.57510 0.23823  0.2414
H: -1.04734 0.02766 0.14074  0.2804
H: 0.39756 -2.71630 -0.58616  0.2351
H: 0.23567 -5.08688 0.18296  0.2022
H: -0.82754 -5.59862 2.39102  0.2007
H: -1.72535 -3.72557 3.79572  0.2049
H: -1.55099 -1.36573 2.95296  0.2042
H: 3.59726 1.19214 0.38962  0.2583
H: 5.37373 2.85061 0.95592  0.2051
H: 6.05134 3.18661 3.34445  0.2047
H: 5.03759 1.76154 5.12449  0.2057
H: 3.30004 0.07400 4.52451  0.2443
H: -1.04674 2.36757 4.47179  0.2457
H: -3.37264 3.17827 4.83452  0.2117
C: -2.25976 3.12495 -2.32584  -0.6305
C: -0.80939 2.73838 -2.20958  -0.0776
O: -0.78469 1.46012 -1.49847  -0.5832
C: 0.45967 0.85088 -1.62852  0.7097
C: 0.21005 -0.61043 -1.70279  -0.1556
F: 1.31064 -1.29319 -2.05160  -0.3635
S: -1.23606 -0.93416 -2.92542  2.0446
C: -0.91157 -2.22679 -4.16234  -0.1979
C: -1.30257 -1.99970 -5.48644  -0.2120
C: -1.01148 -2.94769 -6.47088  -0.2241
C: -0.32936 -4.11937 -6.13123  -0.2109
C: 0.03896 -4.35253 -4.80280  -0.2086
C: -0.27532 -3.41659 -3.80889  -0.2149
O: -2.26581 -1.34022 -2.00074  -0.9451
O: -1.42637 0.20317 -3.82100  -0.9869
O: 1.52734 1.42118 -1.74010  -0.6059
H: -2.36617 4.00905 -2.95332  0.2038
H: -2.77551 2.31599 -2.85215  0.2375
H: -2.73056 3.33687 -1.35851  0.1937
H: -0.35670 2.57787 -3.19931  0.2020
H: -0.19001 3.44113 -1.63106  0.1986
H: -1.83316 -1.08396 -5.73081  0.2468
H: -1.31916 -2.77355 -7.50371  0.2099
H: -0.10071 -4.86071 -6.89842  0.2069
H: 0.56737 -5.27488 -4.54906  0.2110
H: -0.03740 -3.61757 -2.76715  0.2341

net charge: -1
energy: -3055.05043 hartree
Kohn-Sham gap: 7.0 eV
energy relative to the best compared isomer or geometry (same formula, charge and spin): 0.167 eV
HOMO level: -4.3 eV

***

Computed, not measured: a gas-phase ion, C4H10N3 (charge +1) at a distorted geometry, with the ωB97M-V functional and the def2-TZVPD basis.

Last column: natural (NBO) charge in e.
Geometry (Å):
C: -1.55227 0.43661 0.68022  -0.6025
C: -0.35436 0.42862 -0.30144  0.2264
N: -0.85644 0.76239 -1.61111  -0.8418
C: 1.00273 1.01236 0.13963  -0.1351
C: 1.82656 0.03031 0.48002  -0.0793
N: 1.27885 -1.30972 0.17098  -0.3800
N: -0.12417 -1.04667 -0.22199  -0.4160
H: -2.15492 -0.43282 0.58447  0.2230
H: -2.21939 1.28813 0.63755  0.2363
H: -1.15476 0.53734 1.58828  0.2122
H: -0.60589 0.27464 -2.38566  0.3910
H: -1.68966 1.29820 -1.66757  0.3981
H: 1.09695 2.06119 0.20662  0.2685
H: 2.87236 0.03557 0.90141  0.2614
H: 1.79128 -1.84131 -0.53010  0.4259
H: 1.46841 -1.94789 0.88057  0.4237
H: -0.62528 -1.58697 0.44813  0.3882

net charge: +1
energy: -322.32637 hartree
Kohn-Sham gap: 9.8 eV
energy relative to the best compared isomer or geometry (same formula, charge and spin): 3.652 eV
SMILES: C[C@@]1(N)C=C[NH2+]N1
HOMO level: -13.3 eV